No. 1
Here is the molecule C5H10O from the Open Molecules 2025 dataset. Energies are from wB97M-V/def2-TZVPD.

Output
energy above the lowest of the compared OMol25 structures with the same formula, charge and spin = 2.947 eV

Each line ends with the natural charge from an NBO analysis.
Positions of all 16 atoms, in Å:
C -0.367 -2.738 0.915  -0.251
O -0.750 -1.354 0.961  -0.502
C -0.524 -0.696 -0.147  0.262
C 1.152 1.447 -1.233  -0.614
C -0.936 0.736 0.086  -0.557
C 0.317 1.633 0.035  -0.380
H -0.361 -3.100 1.944  0.190
H -1.095 -3.294 0.321  0.193
H 0.621 -2.829 0.463  0.200
H 0.556 1.648 -2.130  0.203
H 2.014 2.123 -1.238  0.205
H 1.513 0.418 -1.311  0.221
H -1.599 1.018 -0.743  0.224
H -1.473 0.886 1.035  0.202
H 0.936 1.425 0.917  0.196
H -0.004 2.678 0.125  0.206

Atoms 1-2, force components in eV/Å:
C 0.1 -0.3 0.1
O 0.1 0.2 -0.4

***

No. 2
Here is C31H60BrClINO18P3S2 as an isolated structure in a non-equilibrium geometry from the Open Molecules 2025 dataset. Energies are from wB97M-V/def2-TZVPD.

Output
total charge = -1

Each line ends with the Mulliken charge.
Positions of all 118 atoms, in Å:
C 1.169 -2.583 2.585  -1.128
C -0.167 -3.073 3.147  0.070
O -0.567 -2.251 4.284  -0.421
P -2.073 -1.762 4.374  0.724
O -2.438 -1.452 5.765  -0.845
C -2.230 -0.291 3.352  -0.484
C -1.649 -0.441 1.931  -0.979
C -1.837 0.803 1.023  1.032
C -2.766 0.659 -0.190  -1.089
I -4.581 -0.194 0.666  0.063
C -3.013 1.945 -1.059  2.845
C -3.800 2.979 -0.231  -1.602
C -3.062 3.778 0.870  -0.835
C -3.820 3.768 2.227  -0.954
C -4.204 5.182 2.715  -0.706
S -3.755 5.304 4.434  1.150
O -4.515 4.320 5.139  -0.531
O -2.333 5.241 4.572  -0.536
Cl -4.343 7.171 4.977  -0.259
C -1.705 2.683 -1.549  -2.694
C -0.351 2.853 -0.805  -1.253
C 0.786 1.887 -1.213  -0.426
O 2.013 2.629 -1.346  -0.551
C 2.700 2.650 -0.116  -0.730
C -3.898 1.642 -2.454  0.337
P -3.393 3.142 -3.650  0.213
O -4.471 4.270 -3.083  -0.452
Br -4.121 2.943 -5.761  -0.276
P -5.807 2.011 -2.169  0.168
C -6.854 0.588 -1.600  -1.536
C -6.700 2.232 -3.782  -0.684
C -6.901 1.046 -4.728  -1.220
C -3.493 0.286 -3.052  0.817
N -4.366 -0.806 -2.727  -0.211
C -3.226 0.261 -4.622  -0.311
O -2.127 0.689 -4.969  -0.641
O -4.129 -0.193 -5.306  -0.697
O -2.136 -0.129 -2.605  -0.439
S -1.976 -0.690 -1.165  1.994
O -2.565 -1.970 -0.920  -0.778
O -0.566 -0.662 -0.891  -0.746
O -2.955 -2.943 3.759  -0.331
C -4.375 -2.791 3.962  -0.242
C -5.126 -3.306 2.739  -1.074
H 1.616 -1.863 3.265  0.297
H 1.849 -3.422 2.467  0.345
H 1.015 -2.099 1.624  0.167
H -0.926 -3.028 2.374  0.181
H -0.065 -4.094 3.500  0.444
H -3.242 0.102 3.352  0.427
H -1.602 0.445 3.857  0.367
H -0.579 -0.548 2.114  0.117
H -1.937 -1.378 1.459  0.492
H -2.164 1.581 1.704  -0.172
H -0.826 1.009 0.711  -0.678
H -4.186 3.740 -0.901  0.482
H -4.676 2.537 0.227  0.635
H -2.056 3.460 1.097  -0.341
H -2.978 4.825 0.585  0.883
H -3.183 3.312 2.983  0.320
H -4.721 3.163 2.196  0.410
H -3.763 5.991 2.145  0.566
H -5.288 5.270 2.723  0.389
H -2.027 3.710 -1.689  0.517
H -1.389 2.254 -2.494  0.966
H -0.363 2.890 0.278  0.283
H 0.056 3.816 -1.117  0.786
H 0.944 1.168 -0.417  0.394
H 0.580 1.390 -2.154  0.360
H 3.312 1.754 0.016  0.222
H 2.006 2.755 0.721  0.314
H 3.367 3.510 -0.062  0.321
H -4.262 5.066 -3.588  0.373
H -7.077 0.769 -0.551  0.390
H -7.819 0.610 -2.104  0.542
H -6.462 -0.419 -1.671  0.429
H -7.689 2.452 -3.367  0.524
H -6.417 3.152 -4.275  0.639
H -6.882 0.078 -4.242  0.190
H -6.229 1.079 -5.573  0.276
H -7.903 1.136 -5.164  0.406
H -5.204 -0.719 -3.284  0.113
H -3.922 -1.663 -3.028  0.325
H -4.654 -3.332 4.862  0.381
H -4.630 -1.748 4.137  0.283
H -4.481 -3.229 1.870  0.252
H -5.428 -4.340 2.885  0.374
H -6.018 -2.704 2.582  0.255
C 4.730 0.768 -3.075  -0.949
C 5.888 0.270 -3.909  -0.399
O 7.156 0.466 -3.253  -0.365
C 7.432 -0.383 -2.271  0.807
O 6.749 -1.305 -1.908  -0.569
O 8.616 -0.049 -1.751  -0.354
C 8.994 -0.842 -0.625  -0.592
H 4.876 1.811 -2.792  0.299
H 3.797 0.684 -3.630  0.399
H 4.632 0.190 -2.156  0.297
H 5.958 0.840 -4.833  0.311
H 5.771 -0.780 -4.175  0.329
H 8.966 -1.902 -0.866  0.252
H 8.339 -0.634 0.219  0.297
H 10.011 -0.561 -0.368  0.235
C 11.994 -6.204 2.636  -1.082
C 11.678 -6.280 1.158  -0.181
O 10.286 -6.524 0.915  -0.364
C 9.484 -5.473 1.087  0.797
O 9.829 -4.362 1.396  -0.564
O 8.234 -5.864 0.856  -0.338
C 7.245 -4.848 1.064  -0.443
H 11.651 -7.105 3.145  0.289
H 13.069 -6.103 2.786  0.350
H 11.502 -5.351 3.099  0.314
H 12.196 -7.125 0.706  0.288
H 11.992 -5.378 0.633  0.305
H 7.470 -3.957 0.482  0.134
H 7.179 -4.599 2.122  0.281
H 6.302 -5.268 0.730  0.220

Atoms 1-2, force components in eV/Å:
C -0.4 0.0 0.1
C 0.6 0.3 0.1

***

No. 3
Here is a 4-piece molecular cluster, C40H79N3O14 overall in a non-equilibrium geometry from the Open Molecules 2025 dataset. Energies are from wB97M-V/def2-TZVPD.

Output
energy above the lowest of the compared OMol25 structures with the same formula, charge and spin = 0.000 eV
structure (SMILES) = CC(=O)N(C)CCCC[C@](CCCNCc1ccccc1O)(C[C@@H](C)O)OC(N)=O.COCCOCCOC.COCCOCCOC.COCCOCCOC

Each line ends with the Mulliken charge.
Positions of all 136 atoms, in Å:
C 1.339 2.317 0.699  -1.084
C 1.639 1.087 1.492  0.390
O 1.811 1.143 2.676  -0.579
N 1.679 -0.142 0.758  0.540
C 2.825 -0.960 1.139  -1.183
C 0.402 -0.863 1.010  -1.176
C -0.033 -1.552 -0.275  -0.011
C -0.414 -0.543 -1.381  -1.208
C 0.678 -0.481 -2.445  -1.562
C 0.282 0.207 -3.767  3.604
C 1.363 0.096 -4.854  -1.670
C 2.761 -0.308 -4.377  0.480
C 3.545 -0.792 -5.599  -0.724
N 3.087 -2.126 -5.968  0.128
C 3.749 -3.246 -5.303  -1.804
C 2.827 -3.885 -4.285  1.225
C 1.754 -4.670 -4.723  -0.481
C 0.854 -5.238 -3.827  -0.840
C 1.000 -5.040 -2.454  -0.530
C 2.078 -4.289 -1.988  -0.453
C 2.974 -3.724 -2.899  0.326
O 3.991 -2.983 -2.345  -0.748
C 0.061 1.691 -3.433  -1.124
C -0.766 2.469 -4.460  -0.227
C -1.501 3.622 -3.750  -1.565
O 0.038 3.031 -5.502  -0.493
O -1.008 -0.305 -4.217  -0.433
C -1.043 -1.607 -4.579  0.447
N -1.411 -2.534 -3.591  -0.372
O -0.873 -1.944 -5.712  -0.567
H 2.054 2.440 -0.112  0.397
H 0.358 2.247 0.230  0.195
H 1.349 3.179 1.355  0.423
H 3.025 -0.935 2.212  0.396
H 3.725 -0.655 0.609  0.320
H 2.636 -2.000 0.885  0.334
H -0.366 -0.144 1.293  0.295
H 0.539 -1.572 1.829  0.533
H 0.822 -2.143 -0.608  -0.577
H -0.832 -2.272 -0.096  0.421
H -0.512 0.420 -0.883  0.182
H -1.383 -0.810 -1.787  1.228
H 1.502 0.099 -2.031  0.731
H 1.087 -1.474 -2.638  -0.405
H 1.469 1.077 -5.312  0.117
H 1.071 -0.574 -5.658  0.474
H 3.284 0.552 -3.959  0.343
H 2.756 -1.141 -3.684  -0.191
H 3.415 -0.121 -6.445  -0.086
H 4.616 -0.818 -5.352  0.402
H 3.077 -2.253 -6.967  0.241
H 4.717 -2.974 -4.871  0.361
H 3.958 -3.995 -6.064  0.606
H 1.606 -4.843 -5.780  0.420
H 0.028 -5.840 -4.175  0.468
H 0.307 -5.446 -1.733  0.395
H 2.235 -4.110 -0.936  0.444
H 4.460 -2.503 -3.033  0.364
H 1.057 2.130 -3.377  0.386
H -0.394 1.813 -2.455  0.222
H -1.539 1.872 -4.930  0.440
H -2.260 4.021 -4.417  0.404
H -2.015 3.224 -2.879  0.386
H -0.794 4.389 -3.440  0.427
H 0.462 3.814 -5.140  0.378
H -0.636 -2.756 -2.974  -0.162
H -1.638 -3.385 -4.091  0.422
C -5.275 2.814 7.456  -0.733
O -3.951 2.584 7.035  -0.342
C -3.218 1.810 7.970  -0.337
C -2.062 1.104 7.299  -0.509
O -2.439 -0.073 6.598  -0.475
C -3.108 0.099 5.357  -0.593
C -2.202 0.541 4.229  -0.389
O -1.947 1.932 4.301  -0.372
C -0.751 2.282 3.637  -0.688
H -5.301 3.366 8.404  0.307
H -5.769 3.408 6.690  0.255
H -5.820 1.869 7.571  0.309
H -3.869 1.065 8.441  0.077
H -2.833 2.488 8.745  0.515
H -1.387 0.760 8.086  0.531
H -1.502 1.788 6.659  0.166
H -3.965 0.768 5.456  0.206
H -3.489 -0.893 5.104  0.427
H -2.696 0.329 3.269  0.397
H -1.261 -0.023 4.278  0.304
H 0.107 1.787 4.088  0.375
H -0.626 3.360 3.732  0.333
H -0.813 2.028 2.573  0.184
C 0.157 2.879 -9.536  -0.690
O 1.472 2.534 -9.917  -0.324
C 2.164 1.860 -8.881  -0.428
C 3.295 1.024 -9.439  -0.592
O 2.874 -0.220 -9.981  -0.427
C 2.221 -0.188 -11.242  -0.412
C 3.152 0.056 -12.408  -0.578
O 3.470 1.433 -12.520  -0.268
C 4.680 1.651 -13.208  -0.774
H 0.156 3.548 -8.669  0.265
H -0.308 3.388 -10.379  0.273
H -0.430 1.983 -9.301  0.307
H 1.477 1.211 -8.323  0.241
H 2.578 2.613 -8.195  0.463
H 3.947 0.759 -8.602  0.503
H 3.898 1.584 -10.157  0.204
H 1.395 0.525 -11.243  0.186
H 1.796 -1.187 -11.364  0.392
H 2.656 -0.260 -13.336  0.427
H 4.065 -0.536 -12.273  0.347
H 5.520 1.181 -12.684  0.329
H 4.848 2.725 -13.248  0.232
H 4.627 1.264 -14.233  0.325
C -2.479 -1.612 15.666  -0.780
O -2.830 -0.736 14.620  -0.258
C -1.728 0.031 14.166  -0.613
C -1.955 0.515 12.752  -0.321
O -1.700 -0.467 11.758  -0.460
C -2.665 -1.498 11.603  -0.534
C -3.928 -1.051 10.905  0.099
O -4.784 -0.366 11.807  -0.308
C -5.671 0.507 11.147  -0.685
H -2.106 -1.062 16.538  0.323
H -3.373 -2.162 15.952  0.233
H -1.717 -2.330 15.338  0.331
H -0.807 -0.563 14.200  0.347
H -1.615 0.901 14.829  0.414
H -1.230 1.308 12.555  0.386
H -2.953 0.945 12.640  0.170
H -2.892 -1.979 12.556  0.177
H -2.181 -2.240 10.964  0.458
H -4.468 -1.929 10.525  0.444
H -3.662 -0.404 10.062  -0.271
H -5.117 1.281 10.602  0.233
H -6.291 0.987 11.902  0.301
H -6.319 -0.043 10.454  0.320

Atoms 1-2, force components in eV/Å:
C -0.2 0.2 -0.3
C 0.0 0.1 -0.2

***

No. 4
Here is C16H23N5O2PS2Sr as an isolated structure from the Open Molecules 2025 dataset. Energies are from wB97M-V/def2-TZVPD.

Output
total charge = -1
energy above the lowest of the compared OMol25 structures with the same formula, charge and spin = 0.766 eV

Each line ends with the natural charge from an NBO analysis.
Positions of all 50 atoms, in Å:
Sr -0.066 0.578 0.461  1.741
O 2.444 0.226 0.205  -0.585
N 2.912 -0.924 0.090  0.141
N 2.117 -1.858 0.480  0.105
O 0.927 -1.620 0.952  -0.744
C 2.543 -3.199 0.322  0.193
C 1.604 -4.206 0.492  -0.252
C 1.991 -5.529 0.331  -0.204
C 3.300 -5.846 0.003  -0.239
C 4.230 -4.827 -0.164  -0.210
C 3.863 -3.502 -0.004  -0.249
H 0.590 -3.926 0.737  0.253
H 1.257 -6.315 0.457  0.207
H 3.597 -6.880 -0.125  0.203
H 5.255 -5.064 -0.420  0.205
H 4.577 -2.703 -0.133  0.239
C 1.702 1.028 -3.177  -0.647
C 0.415 1.079 -2.367  -0.237
S 0.159 2.581 -1.484  -0.595
C -0.400 -0.014 -2.355  -0.246
C -0.012 -1.263 -3.127  -0.646
S -1.920 -0.210 -1.456  -0.619
H 2.249 1.959 -3.053  0.225
H 1.505 0.884 -4.244  0.192
H 2.348 0.208 -2.850  0.206
H 0.610 -1.044 -3.997  0.196
H -0.908 -1.784 -3.462  0.215
H 0.548 -1.956 -2.490  0.204
C -4.468 3.394 2.672  -0.066
N -4.187 1.983 2.445  -0.478
C -5.392 1.358 1.900  -0.068
N -5.884 1.986 0.683  -0.472
C -6.112 3.400 0.969  -0.066
N -4.947 4.105 1.498  -0.475
C -3.887 4.177 0.488  -0.552
P -3.245 2.551 -0.184  0.817
C -3.066 1.769 1.522  -0.551
C -4.936 1.800 -0.426  -0.544
H -3.561 3.883 3.037  0.189
H -5.233 3.459 3.451  0.185
H -6.176 1.422 2.660  0.184
H -5.187 0.304 1.698  0.197
H -6.913 3.469 1.711  0.184
H -6.441 3.898 0.054  0.191
H -3.044 4.738 0.905  0.212
H -4.252 4.768 -0.359  0.212
H -2.132 2.109 2.005  0.183
H -2.997 0.681 1.403  0.219
H -4.797 0.733 -0.618  0.235
H -5.365 2.232 -1.335  0.213

Atoms 1-2, force components in eV/Å:
Sr 0.3 -0.2 -0.4
O -0.2 0.5 0.1

***

No. 5
Here is the molecule C3H7N3O in a non-equilibrium geometry from the Open Molecules 2025 dataset. Energies are from wB97M-V/def2-TZVPD.

Output
energy above the lowest of the compared OMol25 structures with the same formula, charge and spin = 0.744 eV
structure (SMILES) = C/N=C(/N)C(N)=O

Each line ends with the natural charge from an NBO analysis.
Positions of all 14 atoms, in Å:
C 1.276 1.188 -0.443  -0.443
N 1.216 -0.198 -0.156  -0.465
C 0.114 -0.805 0.070  0.324
N 0.180 -2.155 0.313  -0.793
C -1.267 -0.255 0.219  0.604
N -1.544 1.065 -0.084  -0.825
O -2.102 -0.965 0.716  -0.585
H 2.263 1.608 -0.241  0.206
H 0.614 1.813 0.193  0.186
H 0.947 1.362 -1.481  0.181
H -0.573 -2.573 0.856  0.409
H 1.130 -2.405 0.581  0.395
H -1.136 1.587 -0.838  0.403
H -2.455 1.378 0.227  0.404

Atoms 1-2, force components in eV/Å:
C -0.7 1.4 0.2
N -0.5 -0.7 0.3

***

Table of HOMO-LUMO gap (eV), in record order: 9.28 6.98 9.28 5.36 9.81
Table of total energy (eV), in record order: -7391.8188 -211669.9406 -75891.3310 -60306.0009 -9742.2893
Table of E_LUMO (eV), in record order: 1.0 1.7 0.5 2.2 0.7